C27H41BrF9N3O4S2 | ωB97M-V/def2-TZVPD

Geometry as XYZ:
```
87
Properties=species:S:1:pos:R:3:forces:R:3
F -0.10459 4.25030 -4.40113 1.035 -3.016 -0.555
Br -2.74955 -1.66185 -1.82834 -0.191 0.346 0.444
H -0.12521 -3.03140 1.73987 -0.155 1.359 -1.217
H 1.40863 -1.02606 1.19250 -1.614 0.047 -0.500
C -3.04700 -0.76362 1.06473 -0.375 0.011 -0.791
H -3.39527 1.63098 -0.38366 1.567 -0.292 0.747
H 0.50667 0.23603 5.63298 -0.106 0.814 -1.286
H -2.10196 2.66442 0.35299 -0.071 -1.911 -0.196
O 0.85592 0.42538 3.48551 -1.668 0.172 0.745
H -0.45174 -7.87716 -1.65453 0.051 0.136 -0.016
H -3.35090 1.58319 2.29399 0.524 -0.246 0.236
H 2.31020 3.20134 6.01092 1.005 -0.566 -1.253
H 3.96052 -0.10508 4.63741 -0.604 0.529 -0.131
C 1.96201 -5.66730 -3.31399 0.005 -0.069 -0.154
C -1.96429 -1.86767 4.20948 0.701 0.379 0.318
H -0.58604 0.76629 -1.41722 -1.113 0.900 0.299
F 3.43412 1.56303 -6.37293 -2.201 0.984 -0.432
H -3.88851 -0.44357 1.78655 1.278 -0.360 -1.214
H 3.95695 2.89903 5.10851 -1.705 -0.265 0.046
O -0.64476 -5.23261 -2.95588 0.334 -0.115 0.094
H -4.29126 -3.27350 -0.07133 -1.028 1.447 0.012
H 0.54703 -0.71144 -0.37966 -0.539 -0.492 1.568
C 0.40994 2.94349 -4.13954 -0.475 -0.006 3.615
H 0.21822 -2.00066 3.87734 -0.759 2.136 1.479
H -0.85643 3.72292 -1.02097 0.002 -1.130 -0.869
H 0.76398 5.05423 1.89790 0.488 -1.706 -0.579
H 1.73066 -6.13087 -4.27460 -0.054 0.022 0.043
O -2.18908 1.22477 4.64775 1.598 -0.773 -2.805
F 2.63799 1.75909 -4.07450 -2.291 1.754 -1.240
C -0.18779 -2.47681 0.73238 0.605 -1.434 -0.090
H 2.22937 0.59390 -0.08557 -0.559 1.549 0.886
H -2.24283 -1.66275 5.30758 1.164 -2.201 -1.083
H 3.59708 2.72975 -0.24376 -1.640 -0.011 0.890
H -0.77501 3.07606 2.35266 1.489 -0.208 -0.937
H 2.19771 -4.61395 -3.46737 -0.090 -0.041 0.073
S 1.90965 2.25938 -6.58554 2.452 -0.557 -3.559
H 1.24115 3.75323 -2.14980 -0.816 -1.084 -0.847
C 0.41014 -7.57895 -2.25211 -0.035 -0.111 -0.181
C -1.99201 0.45405 1.01269 -0.841 1.872 2.110
N 0.72276 -3.29527 -0.17390 -0.495 1.338 0.080
C -0.88700 2.97049 -1.87163 -0.004 -0.115 -0.490
F 2.03464 1.89718 -8.20805 -0.354 0.490 2.514
H 1.31466 -8.01493 -1.82442 -0.023 0.081 0.012
C 1.10110 4.03448 1.48937 -0.728 -0.329 0.437
H 2.32793 3.17718 4.18065 0.981 -0.825 1.192
F -0.52709 1.92148 -4.43377 1.812 2.168 -0.426
H -4.51271 -0.20153 -0.61647 1.567 -1.073 0.365
H -2.73089 -2.42398 3.58264 0.092 2.474 0.322
H -1.63415 3.37744 -2.64063 1.172 -0.389 1.127
H 0.40859 -3.08750 -1.13736 0.274 -0.250 0.551
F 2.55207 3.93782 -4.61819 -1.660 -2.752 0.073
C -0.70496 -1.32732 3.75142 -1.066 -1.140 -0.505
C 1.81298 1.51739 0.43350 -1.411 2.002 1.445
C -4.85778 -2.27995 0.05201 0.916 -0.153 0.297
H 2.81622 -6.16523 -2.85195 -0.063 0.027 0.040
F 0.44882 2.96634 -6.91146 2.053 -1.162 0.845
C 0.35661 -1.00188 0.71934 0.052 0.054 0.004
H 2.69262 0.67295 6.19529 -0.368 1.086 -1.263
C 2.60379 2.79674 0.32996 -0.030 -0.626 -0.046
C -0.44193 0.17025 1.41116 1.128 1.433 0.502
C -0.46242 0.09179 3.03920 -0.202 -2.613 -0.598
C 0.59219 2.89798 -2.53219 -1.111 -0.048 0.130
H 1.65659 -2.86013 -0.09897 -0.472 -0.474 -0.101
C 2.82820 2.70916 5.10597 -0.775 -0.197 0.437
O 3.28428 0.43755 4.19177 -0.165 0.136 0.810
C 2.47796 1.15672 5.17593 0.085 -0.040 -0.375
H -5.79659 -2.25051 -0.58253 1.286 -0.122 0.686
F 2.72236 3.69902 -6.92521 -1.695 -2.146 0.068
F 1.26434 0.74991 -6.35087 0.373 2.474 -0.031
H -2.15249 1.19510 -2.25801 1.179 0.190 1.140
C 0.17024 2.88316 1.75438 2.280 -0.752 -1.545
C 0.49841 1.48510 1.21725 1.805 3.557 -1.357
H 0.42437 1.97047 4.83172 0.212 -1.405 0.343
N -2.40047 1.20444 2.27861 1.146 -0.557 2.191
C -2.28629 1.61212 -0.07238 0.210 -0.113 -1.228
H -2.63130 -1.70812 1.57250 -0.403 1.430 -1.163
H -5.13914 -2.22649 1.15710 0.175 0.106 -1.462
N 2.34047 4.09203 0.81786 -3.308 -4.713 0.482
C -3.82862 -1.06626 -0.29485 -2.009 -1.032 1.578
C 0.89794 0.93764 4.83143 1.896 0.689 0.528
C -1.43870 1.51415 -1.42394 -0.448 0.917 -0.831
C 1.85968 2.70271 -4.75923 1.540 1.632 1.276
H -1.22916 -2.66660 0.33436 1.216 0.669 0.493
S 0.53317 -5.77775 -2.21484 -0.091 -0.146 -0.012
C -1.74491 0.91198 3.52782 -1.579 1.043 -1.383
H 1.04418 1.92058 -2.17254 -0.347 1.245 -0.838
H 0.27574 -7.92351 -3.27917 -0.008 0.067 0.018
```
Forces are in eV/Å.

HOMO   -0.2790 Eh
Total charge   0
Total energy   -157480.4979 eV

Now the Mulliken charges, all in e: -0.297, -0.134, -0.009, 0.548, -0.866, 0.579, 0.217, 0.708, -0.167, 0.310, 0.394, 0.302, 0.290, -0.973, -0.969, -0.123, -0.323, 0.542, 0.342, -0.622, 0.298, 0.394, 0.634, 0.490, 0.536, 0.332, 0.343, -0.649, -0.273, -0.372, 0.339, 0.214, 0.390, 0.180, 0.291, 1.175, 0.430, -1.020, 1.940, -0.564, -1.034, -0.284, 0.350, -0.700, 0.148, -0.265, 0.439, 0.277, 0.565, 0.320, -0.273, -0.885, -0.731, -1.099, 0.346, -0.284, -1.695, 0.431, -0.752, 1.763, 1.284, -0.972, 0.264, -1.078, -0.517, 0.268, 0.329, -0.311, -0.272, 0.699, -0.329, 0.731, 0.266, -0.259, -2.057, -0.210, 0.322, -0.609, 0.023, -0.489, -0.173, 0.793, 0.102, 0.647, -0.567, 0.294, 0.330

C27H41BrN3O2PdSi4Te | ωB97M-V/def2-TZVPD

Geometry as XYZ:
```
80
Properties=species:S:1:pos:R:3:forces:R:3
C 0.35686 -1.33711 6.74448 -0.060 0.032 0.006
H 1.86310 -5.83895 5.61408 0.002 -0.005 0.010
C 0.41992 4.13123 0.58501 0.078 -0.004 0.219
H -1.61092 -1.04568 -0.80556 0.003 -0.016 0.017
C -4.55138 1.37317 -2.24824 -0.006 -0.005 0.012
H 1.28449 -0.78669 6.90991 0.022 0.003 0.009
H -1.07595 0.84111 -3.84059 0.001 0.003 0.001
Si 3.51007 -0.82159 4.38795 0.110 0.054 -0.055
H -5.52878 1.51060 -1.80499 -0.004 0.002 -0.003
C 0.80381 3.13542 2.58130 0.060 0.286 -0.128
H 0.54681 -2.39664 6.91251 0.019 -0.030 -0.017
C 4.76400 -0.91259 2.99383 -0.020 -0.030 0.058
C -1.92878 -1.98900 4.80413 0.048 -0.028 -0.034
H -5.06584 2.36776 -4.07834 -0.001 -0.001 -0.002
C -3.56198 0.70943 -1.54238 0.017 0.002 -0.028
C -4.29101 1.85305 -3.52617 -0.007 0.002 -0.004
H 0.65479 -4.65151 6.09032 -0.033 0.019 -0.005
H -8.11520 -1.57714 2.17718 -0.002 0.004 0.002
H 1.06538 2.98059 3.61789 -0.016 0.001 0.022
H 2.37460 -4.26214 6.21822 0.011 -0.005 -0.006
C 3.24101 -4.62624 3.01829 0.019 0.015 0.022
H -1.64244 1.06669 5.56388 0.010 -0.006 0.049
O -2.12751 -1.40417 1.46194 -0.096 0.202 0.237
H -0.38689 -0.45506 -1.93431 -0.015 -0.007 -0.007
H 4.14131 1.48857 5.03906 0.018 -0.006 0.002
Br -6.93098 -3.93626 0.84928 0.002 0.005 0.001
Si 1.61872 -4.17154 3.83663 -0.050 -0.051 -0.002
Si -0.37994 -0.96335 5.05480 0.085 0.014 0.057
H 1.14480 5.34970 2.27179 -0.007 0.022 -0.060
H -2.00385 -2.41122 3.80183 -0.010 0.022 -0.001
Pd -0.45007 0.02124 1.78828 0.353 -0.016 -0.113
H 0.11250 -4.53195 1.88262 0.008 -0.012 -0.006
H 3.46344 -1.84567 6.67868 -0.019 0.017 0.013
H -0.77194 -4.68486 3.40021 -0.003 -0.003 0.000
H -0.60831 2.39111 -1.45360 0.009 0.037 0.003
H 3.38150 -5.70805 3.08564 0.008 -0.006 -0.015
H 4.88502 -1.92932 2.61632 -0.001 -0.003 -0.014
C -3.04263 1.66319 -4.09744 0.009 -0.002 -0.004
Te 1.63786 -1.54793 1.23453 -0.177 0.200 0.033
H -3.76998 0.32486 -0.54954 0.007 0.008 -0.006
N -0.68434 0.71167 -0.24194 -0.104 -0.002 -0.154
C -4.84877 -2.10886 1.51048 -0.011 0.006 0.013
C -0.41389 1.94468 -0.48093 0.008 -0.108 0.144
C -7.04705 -1.40074 2.13360 -0.003 -0.003 -0.007
C -1.22862 -0.15759 -1.30253 0.006 0.090 0.005
N -6.60243 -0.25906 2.64704 -0.008 -0.005 -0.005
H 3.27233 -4.35189 1.96276 -0.016 0.000 -0.005
H 0.29839 4.79521 -0.25394 0.022 0.077 0.026
C 1.62610 -4.77182 5.60943 0.003 0.036 -0.001
C -6.20679 -2.34696 1.55716 0.006 -0.006 -0.006
H -2.84215 2.02496 -5.09710 0.002 -0.001 0.000
C -2.04848 1.00045 -3.38810 -0.014 0.004 -0.005
H 5.06584 -1.24085 6.25520 0.008 0.015 -0.010
H 4.49156 -2.76197 5.57614 -0.006 0.004 0.008
H -0.35769 -1.00126 7.50252 0.003 -0.025 0.009
H 5.73563 -0.58260 3.37135 0.004 -0.002 0.007
H 2.76588 1.48710 3.92718 0.023 0.000 0.010
C 3.20350 0.98572 4.79392 -0.080 -0.078 0.003
C 0.17410 -4.91219 2.90477 -0.009 0.042 0.003
H 0.27273 -5.99892 2.85165 0.003 -0.007 0.009
N 0.39479 2.16147 1.81889 -0.262 -0.439 -0.288
H 2.52499 1.10415 5.64075 -0.001 0.020 -0.002
O -2.50977 0.47076 2.56270 -0.213 -0.317 -0.256
C -0.68763 0.89142 5.06191 0.052 -0.058 -0.019
H -4.94597 0.90869 3.02810 -0.001 0.000 0.001
C 0.84257 4.40600 1.84730 0.015 -0.051 0.036
H -2.82037 -1.38625 4.98794 -0.005 0.006 0.012
C -5.29537 -0.02571 2.60649 0.017 0.006 0.020
C 4.18378 -1.75456 5.86530 -0.048 -0.033 -0.014
Si 1.44075 -1.80701 3.73285 0.053 0.037 0.128
C -2.30221 0.52336 -2.10851 -0.002 -0.020 0.021
H 0.09674 1.38187 5.64243 0.002 0.018 -0.007
H 4.50450 -0.26549 2.15368 -0.033 0.003 -0.003
H -4.16031 -2.81692 1.06985 -0.005 -0.002 0.008
C -4.38346 -0.91738 2.05410 0.019 -0.032 -0.004
H -0.76279 1.36639 4.08878 -0.028 0.005 -0.036
C -2.93453 -0.59787 2.03306 0.225 0.147 0.027
H 4.09046 -4.15333 3.51522 0.005 -0.015 0.009
C 0.12952 2.73450 0.57625 0.011 -0.012 0.077
H -1.92835 -2.81513 5.51885 -0.009 -0.015 -0.017
```
Forces are in eV/Å.

HOMO (alpha / beta)   -0.3948 / -0.4150 Eh
2S+1   5
Total charge   +1
Total energy   -149551.6610 eV
Expectation value of S²   6.056

Now the Mulliken charges, all in e: -1.112, 0.424, -0.969, 0.358, -0.764, 0.204, 0.413, 0.274, 0.441, -0.129, 0.287, -1.149, -0.932, 0.396, 0.051, -0.436, 0.330, 0.410, 0.498, 0.318, -0.967, 0.413, -0.918, 0.527, 0.492, -0.150, 0.411, 0.606, 0.474, -0.033, 0.465, 0.303, 0.331, 0.264, 0.511, 0.406, 0.299, -0.633, -0.222, 0.467, 0.419, -0.324, -0.271, -0.158, -1.205, -0.631, 0.308, 0.528, -1.079, -0.166, 0.400, -0.311, 0.430, 0.279, 0.446, 0.373, -0.075, -0.751, -1.075, 0.425, 0.320, 0.315, -0.999, -0.779, 0.518, -0.913, 0.357, -0.253, -1.025, 0.018, -0.004, 0.433, 0.356, 0.560, -0.267, 0.028, 1.702, 0.235, 0.326, 0.552